No. 1
# C13H14BN5O6

A 2-piece molecular cluster, C13H14BN5O6 overall (ωB97M-V with the def2-TZVPD basis set, OMol25).

As for the highest occupied orbital energy: -6.72 eV.

Last column: Löwdin charge in e.
Atoms and positions in Å:
C -1.5803 -3.0640 -4.4103  -0.001
C -1.2454 -1.6512 -4.0133  -0.212
N -1.0343 -1.4996 -2.6750  0.062
B -1.2626 -2.8220 -2.0484  0.053
H 0.1113 -0.6296 2.2305  0.096
C -0.7195 -0.3067 -2.0917  -0.169
C -0.4193 -0.0965 -0.6353  0.018
C -0.6849 0.7941 -2.9225  0.015
C -0.8762 0.7077 -4.2918  0.017
C -1.1642 -0.5481 -4.8269  0.017
H -1.7509 -3.1799 -5.4793  0.116
H -0.8084 -3.7977 -4.1443  0.105
H -2.4863 -3.4307 -3.9091  0.106
H -2.3049 -2.9073 -1.5541  0.080
H -0.2956 -3.4264 -1.8542  0.078
H -0.2324 0.9607 -0.4117  0.103
H -1.2335 -0.3926 0.0283  0.099
H 0.4574 -0.6420 -0.2808  0.107
H -0.4891 1.7706 -2.5166  0.131
H -0.8005 1.5764 -4.9555  0.136
H -1.3501 -0.6840 -5.8720  0.123
O 3.7152 3.9495 3.0663  0.038
N 2.5026 3.7147 3.0107  -0.343
O 1.6653 4.6441 2.7511  -0.053
C 1.9069 2.4002 3.1829  -0.082
C 0.5355 2.4793 2.9004  0.051
C -0.2755 1.3782 2.9142  -0.179
N -1.6815 1.4594 2.7645  -0.373
O -2.2847 2.5406 2.7836  0.021
O -2.2669 0.3471 2.6590  -0.030
C 0.2381 -0.0176 3.1034  -0.075
C 1.6723 -0.0259 3.3864  -0.128
N 2.4250 -1.1770 3.3622  -0.199
O 2.1954 -2.3624 3.1977  0.020
O 3.7290 -0.7340 3.7651  -0.012
N 3.7934 0.6633 3.7750  0.127
C 2.5118 1.0814 3.4690  -0.133
H 0.1448 3.4583 2.6559  0.124
H -0.3569 -0.5302 3.8864  0.145

Cartesian forces (eV/Å) of the 2 atoms listed first:
C -0.10 -0.25 -0.07
C 0.09 0.40 0.43


No. 2
# C20H27N3O4S

An isolated molecule of C20H27N3O4S (ωB97M-V with the def2-TZVPD basis set, OMol25).

As for the highest occupied orbital energy: -7.55 eV. Its SMILES is CCOC(=O)c1c(NC(C)=O)sc2c(O)c(CN3CCN(CC)CC3)ccc12.

Last column: Löwdin charge in e.
Atoms and positions in Å:
C -4.7700 2.9209 0.9459  -0.061
C -3.4041 3.5724 0.8437  -0.217
H -3.3040 4.1489 -0.0832  0.130
H -3.2195 4.2499 1.6852  0.129
O -2.4161 2.5425 0.8551  -0.002
C -1.1455 2.9400 0.8029  -0.419
O -0.8348 4.1235 0.7446  0.076
C -0.1756 1.8568 0.8205  -0.086
C 1.1744 2.1418 0.7630  -0.413
N 1.7088 3.3961 0.6904  0.105
C 3.0571 3.6069 0.6412  -0.517
O 3.8343 2.6751 0.6563  -0.009
C 3.4461 5.0565 0.5678  0.016
H 4.5284 5.1415 0.5447  0.087
H 3.0567 5.5884 1.4330  0.090
H 3.0266 5.5060 -0.3298  0.090
H 1.0059 4.1418 0.6818  0.133
S 2.2047 0.7624 0.7900  1.189
C 0.7873 -0.2815 0.8839  -0.355
C 0.8230 -1.6718 0.9371  -0.296
C -0.3854 -2.3685 0.9831  -0.146
C -1.5770 -1.6446 1.0270  -0.045
C -1.6149 -0.2675 0.9816  -0.014
C -0.4173 0.4402 0.8936  -0.177
H -2.5520 0.2609 1.0115  0.101
H -2.5049 -2.1940 1.0972  0.117
C -0.3930 -3.8813 0.9532  -0.129
N -0.4817 -4.5204 -0.3455  -0.160
C 0.6527 -4.3811 -1.2325  -0.157
C 0.5932 -3.1397 -2.1321  -0.169
N -0.6478 -3.1505 -2.8845  -0.181
C -1.7819 -3.1386 -1.9796  -0.176
C -1.7182 -4.3820 -1.0817  -0.162
H -2.5562 -4.3808 -0.3821  0.116
H -1.8036 -5.2653 -1.7254  0.121
H -2.6990 -3.1717 -2.5743  0.124
H -1.8028 -2.2313 -1.3547  0.097
C -0.7133 -2.1481 -3.9278  -0.252
C -0.6557 -0.6805 -3.4814  -0.082
H 0.2847 -0.4640 -2.9802  0.063
H -0.7372 -0.0343 -4.3517  0.068
H -1.4725 -0.4480 -2.8020  0.063
H -1.6456 -2.3171 -4.4758  0.111
H 0.1182 -2.3437 -4.6123  0.111
H 1.4266 -3.1687 -2.8388  0.126
H 0.6904 -2.2319 -1.5165  0.105
H 1.5675 -4.3636 -0.6398  0.114
H 0.6630 -5.2669 -1.8782  0.122
H 0.5285 -4.2420 1.4176  0.123
H -1.2426 -4.2425 1.5414  0.125
O 1.9980 -2.3562 0.9437  0.058
H 2.7361 -1.7342 0.9291  0.084
H -4.9284 2.2494 0.1062  0.079
H -5.5403 3.6863 0.9387  0.078
H -4.8446 2.3501 1.8678  0.079

Cartesian forces (eV/Å) of the 2 atoms listed first:
C 0.47 -0.02 -0.03
C -0.37 0.54 -0.01


No. 3
# C5H11N2O

A 2-piece molecular cluster, C5H11N2O overall (ωB97M-V with the def2-TZVPD basis set, OMol25).

As for the highest occupied orbital energy: -14.03 eV. As for the charge: +1.

Last column: Löwdin charge in e.
Atoms and positions in Å:
C 0.3638 0.7766 -0.9860  -0.074
C -0.4409 0.8501 0.2281  -0.373
C 3.0745 -1.8353 -0.5539  -0.338
C -0.9577 2.2242 0.5238  -0.064
C -0.6072 -0.2124 1.0255  -0.015
N 2.1270 -2.2056 -1.2589  0.158
N -0.0277 -1.6222 0.6906  0.174
O 3.9208 -1.5457 0.2432  0.167
H 0.1812 -0.0996 -1.5916  0.068
H 1.4794 0.7424 -0.8199  0.115
H -1.5346 2.7438 -0.4606  0.161
H -1.6045 2.4699 1.4489  0.109
H 0.0005 2.8674 0.5808  0.115
H -0.9287 -0.0978 2.0205  0.106
H 1.0520 -1.5325 0.4840  0.138
H 1.8928 -2.5107 -2.2053  0.120
H -0.2941 -1.9974 -0.2508  0.157
H 0.1807 1.6336 -1.6663  0.103
H -0.1394 -2.3424 1.4293  0.173

Cartesian forces (eV/Å) of the 2 atoms listed first:
C 1.55 0.43 -2.02
C -0.55 -0.68 0.80


No. 4
# C5H12NO4

A 3-piece molecular cluster, C5H12NO4 overall (ωB97M-V with the def2-TZVPD basis set, OMol25).

As for the highest occupied orbital energy: -3.83 eV. As for the charge: -1.

Last column: Löwdin charge in e.
Atoms and positions in Å:
O 1.7948 -1.1652 2.1353  -0.085
C 1.0912 -0.3880 1.4314  -0.825
O 1.2520 -0.2755 0.2444  -0.040
C 0.0963 0.4531 2.0582  -0.178
C -1.0574 0.7059 1.1138  -0.228
C -0.7488 1.1780 -0.2445  -0.179
C 0.2681 1.7808 -0.7815  -0.199
N 0.4666 1.9468 -2.2406  0.036
H -0.3337 -0.0584 2.9843  0.129
H 0.5386 1.3717 2.5342  0.126
H -1.5770 -0.3013 1.1505  0.108
H -1.7804 1.3728 1.7334  0.126
H -1.5524 0.7831 -0.9243  0.116
H 0.8411 2.4379 -0.1264  0.116
H 1.1981 1.3422 -2.3700  0.000
H -0.2144 1.7380 -2.9351  0.050
H 1.6697 -0.9141 -2.1867  -0.004
H 0.6333 -1.8228 -1.6717  0.091
O 1.0502 -1.5215 -2.6060  -0.139
H -1.0312 -2.1133 0.1629  0.027
H -1.0586 -3.6410 0.1307  -0.005
O -1.5461 -2.9092 0.4079  -0.041

Cartesian forces (eV/Å) of the 2 atoms listed first:
O -0.55 0.15 0.89
C 3.21 -2.63 2.95


Quick rundown of strongest force on any atom, same order as above: 3.99, 0.80, 3.90, 5.09 eV/Å
Quick rundown of energy relative to the best compared isomer or geometry (same formula, charge and spin), same order as above: 51.8, 40.1, 267.3, 285.4 kJ/mol
Quick rundown of electronic energy, same order as above: -1253.404636, -1641.775168, -381.562155, -553.410834 hartree